# 1
Molecular formula: C27H16BrF3IrN5O9S
Method: DFT, ωB97M-V/def2-TZVPD

Its spin multiplicity is 5. For the total energy, the calculation gives -145994.4303 eV. Its maximum force is 0.11562 Eh/bohr. The calculation puts the molar mass at 915.63 g/mol. The calculation puts the highest occupied orbital energy (alpha / beta) at -5.60 / -8.05 eV. As for the charge: 0.

```
63
Properties=species:S:1:pos:R:3:nbo_charge:R:1
F 4.797 -3.305 -2.503 -0.2857
O -0.569 -0.240 0.094 -0.6848
C 0.223 -0.944 4.775 -0.2781
C -1.217 -0.196 -3.263 0.4404
H -0.383 -0.276 -1.018 0.5445
C -3.367 -0.286 -4.534 -0.1694
Br -3.985 -2.095 -6.685 0.0932
O 0.411 1.042 6.173 -0.4558
H 0.310 -2.392 3.218 0.2324
N -2.421 2.078 -1.799 -0.5853
C 0.111 -0.908 1.007 0.8617
O -0.400 0.270 -2.366 -0.6869
F 6.378 -4.481 -1.259 -0.3042
N 3.511 1.888 5.384 -0.3998
C 0.238 -1.329 3.408 -0.1159
H 0.155 3.018 6.656 0.1794
C -1.766 -2.089 -4.903 -0.4079
C -2.974 4.180 -0.466 -0.2703
C 0.851 -3.096 -3.335 -0.2517
O 0.788 -1.914 0.654 -0.6709
H -1.473 1.776 -1.534 0.4556
O 4.431 -3.120 0.539 -0.9094
H 1.665 2.498 5.835 0.2087
C -5.595 3.686 -1.548 -0.1769
O 2.476 -3.800 -0.466 -0.9396
H -4.037 5.865 0.475 0.2272
C 0.065 1.360 3.981 0.2964
C -4.106 5.012 -0.250 -0.1175
C 5.031 -4.349 -1.698 0.7751
C 0.221 0.390 5.000 0.2878
H 0.094 -3.899 -3.527 0.1853
C 4.153 -0.232 2.801 0.4696
S 3.866 -4.336 -0.167 2.2514
H 0.944 -2.940 -2.251 0.2118
C -0.012 -0.419 2.370 -0.2300
C -3.170 1.360 -2.743 0.4401
C -2.542 0.336 -3.586 -0.2607
C -4.512 2.814 -1.797 0.1573
C -0.832 -1.423 -4.105 0.4007
F 4.703 -5.448 -2.432 -0.3117
C 0.537 2.392 5.863 0.1893
C -5.361 4.734 -0.751 -0.2419
C 0.026 0.994 2.640 -0.2313
C 5.789 1.217 2.468 0.2690
C -2.925 -1.422 -5.232 -0.0046
H -1.571 -3.056 -5.455 0.2480
N -4.415 1.802 -2.772 -0.4401
H 0.249 -1.662 5.570 0.2421
C 4.736 0.932 3.293 -0.5146
N 6.600 1.653 1.724 -0.3278
O 0.046 2.607 4.568 -0.4819
N 3.445 -0.927 2.113 -0.4923
O 3.911 -5.586 0.507 -0.8436
H -6.578 3.383 -1.917 0.2405
H 0.006 1.719 1.774 0.2472
Ir 2.695 -2.228 1.028 0.9695
O 0.448 -1.820 -3.930 -0.4968
C -3.243 2.958 -1.150 0.1961
H -4.317 0.174 -4.713 0.2492
H -6.191 5.556 -0.541 0.2318
H 1.835 -3.369 -3.774 0.2077
H -2.033 4.426 0.027 0.2364
C 4.249 1.468 4.527 0.3422
```

# 2
Molecular formula: C11H44N14O11
Method: DFT, ωB97M-V/def2-TZVPD

For the total energy, the calculation gives -55499.3033 eV. Its SMILES is NC(N)=O.NC(N)=O.NC(N)=O.NC(N)=O.NC(N)=O.NC(N)=O.NC(N)=O.CO.CO.CO.CO. Its maximum force is 0.19927 Eh/bohr. The calculation puts the molar mass at 548.56 g/mol. The calculation puts the highest occupied orbital energy at -8.10 eV. As for the charge: 0.

```
80
Properties=species:S:1:pos:R:3:lowdin_charge:R:1
H -7.576 -15.719 11.111 0.1006
H -9.347 -17.060 11.521 0.0279
H -7.946 -11.734 12.592 0.1131
C -9.321 -17.500 10.542 -0.1626
O -5.233 -17.439 9.399 -0.1355
H -7.123 -17.289 8.447 0.0764
H -6.514 -14.227 11.019 0.0594
H -8.354 -17.906 10.483 0.0445
N -4.339 -17.049 15.852 0.1172
H -4.565 -14.264 8.039 0.0646
H -6.961 -18.603 15.397 0.0638
H -7.033 -12.134 7.726 0.1428
H -4.282 -15.126 12.733 0.0467
H -5.979 -16.379 10.626 0.1056
H -11.323 -16.384 12.784 0.1028
N -5.981 -18.375 15.393 0.1690
O -11.995 -16.034 15.167 -0.1419
N -8.570 -12.131 11.886 0.0933
H -1.838 -18.207 14.450 0.1562
C -8.979 -18.723 13.946 -0.1487
H -3.384 -18.095 11.408 0.1366
O -2.630 -15.743 11.326 -0.1108
H -8.889 -19.773 13.683 0.0900
H -4.670 -17.166 12.548 0.0716
O -9.574 -16.478 9.569 -0.1277
N -3.895 -18.494 12.193 0.1499
H -3.767 -17.593 15.193 0.0536
N -9.715 -15.511 15.103 0.1460
H -0.705 -14.624 12.256 0.1572
H -3.882 -16.242 16.312 0.1358
H -10.164 -18.218 10.465 0.1038
H -11.285 -13.198 12.101 0.1487
H -5.124 -16.497 14.024 0.0937
H -1.924 -17.459 12.858 0.1414
N -10.703 -15.776 13.240 0.1597
H -9.558 -15.600 16.119 0.1410
H -4.809 -18.884 11.962 0.1601
H -5.778 -12.663 10.864 0.1145
H -7.818 -12.562 11.278 0.0395
H -2.476 -14.772 7.402 0.1129
N -6.929 -12.103 8.747 0.1820
C -2.661 -14.675 12.135 -0.7030
H -5.034 -18.345 9.295 0.0653
C -6.057 -17.096 8.296 -0.1289
C -6.892 -13.255 9.281 -0.5867
C -6.415 -15.967 12.627 -0.5421
O -8.735 -18.305 15.251 -0.0946
H -9.850 -15.495 12.687 0.0700
O -7.405 -14.358 8.593 -0.1155
O -7.379 -15.655 13.564 -0.0929
H -9.083 -17.458 15.441 0.0308
N -3.747 -14.226 12.662 0.1573
H -5.755 -17.740 7.430 0.0989
H -1.452 -13.157 13.007 0.1444
H -5.805 -16.171 7.816 0.0543
C -3.398 -18.734 13.322 -0.6720
H -3.777 -15.182 9.298 0.0514
N -10.496 -12.504 12.369 0.1195
C -9.322 -13.127 12.282 -0.5765
N -5.246 -16.379 13.004 0.1278
H -3.766 -13.663 13.545 0.1483
C -3.768 -14.235 8.776 -0.1704
H -8.209 -18.351 13.290 0.0513
N -6.563 -15.851 11.320 0.1751
H -10.774 -12.228 13.334 0.1292
H -5.302 -18.831 14.719 0.0829
N -1.586 -14.074 12.520 0.1498
H -9.595 -16.967 8.708 0.0970
N -6.543 -13.269 10.599 0.1120
O -9.098 -14.263 11.643 -0.0544
H -6.462 -11.279 9.111 0.1295
O -6.320 -16.770 17.165 -0.1207
H -9.907 -18.334 13.648 0.0607
C -5.591 -17.353 16.154 -0.6009
O -3.799 -19.792 14.102 -0.0724
N -2.448 -17.907 13.663 0.1655
C -10.814 -15.770 14.507 -0.7030
O -2.527 -14.038 8.097 -0.1391
H -3.909 -13.340 9.331 0.0616
H -8.748 -15.599 14.619 0.0960
```

# 3
Molecular formula: C18H24ClIN3O3Re
Method: DFT, ωB97M-V/def2-TZVPD

Its spin multiplicity is 4. For the total energy, the calculation gives -52408.6859 eV. Its maximum force is 0.02297 Eh/bohr. The calculation puts the molar mass at 678.97 g/mol. The calculation puts the highest occupied orbital energy (alpha / beta) at -10.31 / -10.73 eV. As for the charge: +1.

```
51
Properties=species:S:1:pos:R:3:nbo_charge:R:1
N 1.578 -1.268 3.684 -0.6777
C -1.766 1.552 -0.117 -0.1944
H 1.836 -3.815 0.797 0.2511
C 4.070 0.604 -3.304 0.3070
C 1.457 -1.188 2.400 0.0264
H 0.803 -1.033 4.294 0.4158
C -1.888 0.565 0.835 -0.3316
C -5.399 1.338 1.988 -0.1415
H 3.915 -4.474 -1.229 0.0147
H 2.405 -1.404 1.826 0.2238
C -5.603 0.407 2.964 -0.2082
I -1.925 -1.863 2.971 0.3865
H 3.382 -4.048 -1.522 -0.0150
O 0.913 0.069 -0.160 -0.7035
C 3.259 0.478 0.067 -0.6182
H 0.774 0.869 -2.787 0.2105
H 0.789 -4.412 -0.526 0.2622
Cl 3.629 -1.239 -0.250 -0.0778
H 0.493 2.183 -3.928 0.2045
H 3.303 0.948 -1.403 0.4089
H 1.773 1.021 -5.527 0.3776
C 1.239 1.467 -3.574 -0.2377
H 4.705 -0.237 -3.006 0.1895
H 2.090 2.883 -2.141 0.2479
C -3.126 0.495 1.548 -0.0234
C 2.404 2.271 -2.980 -0.2427
C -4.182 1.407 1.268 -0.0810
H 0.275 -4.572 1.162 0.2683
H 4.045 0.983 0.607 0.2523
O -0.785 -2.301 -0.349 -0.4948
H 2.860 2.890 -3.751 0.2162
Re -0.182 -0.735 1.153 0.8950
C 1.942 0.992 0.108 0.6881
C -3.419 -0.440 2.565 -0.1281
H -2.661 3.206 -1.173 0.2225
H 1.213 -0.278 -4.689 0.3821
N 1.737 0.584 -4.616 -0.8213
C 0.112 -2.633 0.409 0.4486
H 0.073 0.471 2.264 0.0250
H -6.177 2.051 1.746 0.2252
C 0.813 -3.935 0.453 -0.7340
H -4.737 -1.270 4.028 0.2324
N 3.410 1.305 -2.512 -0.5334
H -0.832 1.674 -0.648 0.2283
C -3.993 2.385 0.263 -0.1588
H 2.464 -1.482 4.124 0.4153
H -4.799 3.077 0.052 0.2216
C -4.584 -0.520 3.265 -0.2387
H -6.537 0.366 3.507 0.2333
O 1.645 2.155 0.253 -0.6182
C -2.814 2.452 -0.411 -0.2004
```

# 4
Molecular formula: C31H57KN8O4SSb2
Method: DFT, ωB97M-V/def2-TZVPD

For the total energy, the calculation gives -93403.6874 eV. Its maximum force is 0.02592 Eh/bohr. The calculation puts the molar mass at 920.53 g/mol. The calculation puts the highest occupied orbital energy at -12.27 eV. As for the charge: +2.

```
104
Properties=species:S:1:pos:R:3:lowdin_charge:R:1
C 2.310 -1.712 1.255 -0.3549
C -3.941 3.501 -1.216 -0.3542
C -3.261 0.077 -5.048 -0.3269
H -3.702 5.031 0.284 0.1368
H -5.700 2.270 -1.500 0.1245
H -2.407 3.040 -2.490 0.0843
C -5.091 1.976 0.555 -0.3425
H 0.269 2.105 6.399 0.1265
C -4.288 2.695 1.644 -0.0936
C -5.222 2.841 -0.699 -0.1022
H 0.066 -3.802 0.959 0.1555
N 1.087 -2.023 0.820 -0.0293
C 3.412 -2.398 -6.705 -0.0662
H -5.923 3.645 -0.460 0.1340
H -2.197 4.523 -0.443 0.1273
H -0.778 -1.061 2.322 0.1053
C 2.769 -1.285 -7.229 -0.0658
H 0.911 -5.142 -5.161 0.0613
C -0.043 -0.501 4.289 -0.1387
N -3.057 2.528 -1.899 0.0502
H -6.103 1.803 0.934 0.1457
H 2.087 -5.954 1.303 0.0871
C 0.664 -4.143 -4.802 -0.3241
H 2.297 -0.198 6.179 0.1013
Sb -1.237 -0.271 -4.439 1.2855
H 3.305 -0.584 -7.854 0.1104
H -4.252 4.292 -1.907 0.1444
H 0.659 1.312 -5.564 0.0007
H 6.496 2.705 5.451 0.0881
C 0.687 -1.988 -6.184 -0.2844
H -4.859 3.546 2.020 0.1369
C -0.362 1.626 3.963 -0.3019
H 5.118 3.759 5.123 0.0819
H 5.524 2.447 4.001 0.0807
C -2.962 3.229 1.115 -0.2707
H -0.420 -4.062 -4.799 0.0369
C 2.180 -2.123 -2.806 -0.3812
C 2.027 -3.859 1.725 -0.3035
N -4.427 0.683 0.254 0.0364
H -1.304 3.318 4.859 0.1051
H 2.995 -5.456 2.731 0.0901
N 0.297 -1.759 4.881 -0.3107
H 2.274 0.257 0.388 0.0527
C 2.012 0.831 6.389 -0.2028
C -0.459 3.088 4.207 0.0225
H -1.297 -3.157 -2.813 -0.0181
H 3.181 -2.234 -3.217 0.0194
H -1.525 2.294 -0.083 0.1289
H -4.795 0.291 -0.606 0.0937
C 2.938 -2.832 1.826 0.0296
K 0.164 -0.757 -1.379 0.5846
H -2.789 1.310 0.367 0.0941
C -0.774 -1.703 -5.997 -0.3164
H 2.792 0.225 2.077 0.0522
N -0.747 1.027 2.843 0.0979
H -0.611 3.589 3.253 0.0758
H -0.659 -2.779 -1.200 -0.1037
C -3.159 4.155 -0.077 -0.1015
H -0.578 2.336 -4.826 -0.0076
H -0.017 0.447 6.942 0.1402
H 1.236 -5.529 2.797 0.0886
H 0.914 -0.253 -7.418 0.1078
H -3.600 1.956 -2.538 0.0639
H 2.287 -1.694 -1.808 -0.0549
H 4.458 -2.577 -6.912 0.1111
C 1.424 -1.099 -6.973 -0.0597
O 0.082 -2.744 4.203 0.0984
H 1.620 -1.473 -3.485 -0.0261
H -4.651 0.013 0.984 0.1031
H 3.921 -2.881 2.260 0.1208
C 1.338 -3.111 -5.655 -0.3032
H 4.905 0.743 5.717 0.1111
C 2.086 -5.280 2.161 -0.0016
C 2.843 -0.319 1.122 -0.0159
C 5.486 2.737 5.049 -0.1011
H -3.971 -0.480 -4.442 -0.0023
O 2.444 3.239 5.501 -0.3055
C 2.694 -3.295 -5.937 -0.0676
H -1.182 -1.241 -6.898 0.0700
N 0.951 -3.344 1.100 0.0263
C -0.411 1.440 -5.422 -0.3218
H -1.363 -2.598 -5.802 0.0532
S 2.927 1.894 5.288 0.6694
O 0.612 -1.770 6.056 0.0985
H -3.482 1.142 -4.980 -0.0019
H -1.169 -4.412 -1.577 0.0085
C 0.523 1.061 6.225 -0.1200
N 0.076 0.732 4.881 0.0516
C -0.687 -3.527 -1.989 -0.3847
Sb 1.294 -4.101 -2.709 1.3583
H -0.890 1.566 -6.392 0.0220
N -2.112 2.046 0.713 0.1670
H 4.598 2.026 6.910 0.1112
H -3.369 -0.227 -6.088 0.0143
H -4.124 2.031 2.495 0.1266
H -1.549 1.708 1.511 0.0635
H 3.885 -0.324 0.803 0.0915
H -2.423 3.749 1.907 0.1332
O 2.826 1.321 3.961 -0.3170
C 4.606 1.783 5.847 -0.2926
C -0.556 -0.307 3.054 -0.0306
H 3.191 -4.179 -5.550 0.1189
H 0.450 3.484 4.661 0.0641
H 2.286 1.076 7.415 0.1255
```